--- A ---
C4H7NO | the ωB97M-V functional and the def2-TZVPD basis

```
13
Properties=species:S:1:pos:R:3:lowdin_charge:R:1
O -1.3638 1.7624 -0.6136 -0.090
N -0.3754 2.1439 0.2782 -0.003
C 0.0019 -0.2575 0.6976 -0.229
C 0.3040 1.2067 0.8071 -0.166
C -0.2605 -0.8054 -0.7644 -0.176
C 1.0040 -1.1159 -0.0980 -0.138
H -1.0554 -1.5256 -0.8139 0.093
H -0.7029 -0.7615 1.3703 0.139
H -0.4157 -0.0676 -1.7118 0.164
H 1.9689 -0.6040 -0.3367 0.121
H -1.3247 0.7617 -0.5771 0.040
H 1.0610 1.4724 1.5845 0.124
H 1.1588 -2.2095 0.1776 0.123
```

Its HOMO energy is -9.879 eV. Its molar mass is 85.1 g mol⁻¹. The frontier orbital gap comes out at 10.8 eV. As for the structure (SMILES): O/N=C\C1CC1.

--- B ---
C4H7NO | the ωB97M-V functional and the def2-TZVPD basis

```
13
Properties=species:S:1:pos:R:3:lowdin_charge:R:1
O 0.6084 1.1029 -0.4937 -0.020
N 2.4044 -0.0659 0.4382 0.150
C 0.0511 -0.8595 0.5857 -0.116
C -1.0293 -0.5719 -0.4491 -0.157
C 1.1782 0.0508 0.1647 -0.466
C -0.8181 0.9315 -0.4321 -0.183
H -2.0264 -0.8457 -0.0945 0.117
H 2.9128 0.7671 0.1366 0.059
H -0.8518 -1.0230 -1.4323 0.122
H -0.3318 -0.3779 1.4913 0.124
H -1.1678 1.2749 0.5473 0.122
H 0.3345 -1.8934 0.7757 0.124
H -1.2643 1.5103 -1.2377 0.126
```

Its HOMO energy is -9.909 eV. Its molar mass is 85.1 g mol⁻¹. The frontier orbital gap comes out at 10.9 eV. As for the structure (SMILES): [H]/N=C1/CCCO1.

--- C ---
C4H7NO | the ωB97M-V functional and the def2-TZVPD basis

```
13
Properties=species:S:1:pos:R:3:lowdin_charge:R:1
O 0.8982 0.6571 -0.2576 -0.058
N -0.2538 -1.2541 0.1478 0.107
C -0.3933 -0.9210 -1.2893 -0.170
C 0.0964 0.4410 1.9121 0.006
C 0.3720 -0.2611 0.6362 -0.456
C -0.1299 0.5873 -1.2338 -0.179
H -1.0133 1.0670 -0.7328 0.130
H -0.6791 1.1224 1.4787 0.104
H 0.9380 1.0355 2.2752 0.086
H -1.4201 -1.1334 -1.5962 0.109
H -0.3628 -0.1699 2.6859 0.085
H 0.1582 1.1356 -2.1288 0.123
H 0.2919 -1.4865 -1.9325 0.112
```

Its HOMO energy is -9.674 eV. Its molar mass is 85.1 g mol⁻¹. The frontier orbital gap comes out at 10.7 eV. As for the structure (SMILES): CC1=NCCO1.

--- D ---
C4H7NO | the ωB97M-V functional and the def2-TZVPD basis

```
13
Properties=species:S:1:pos:R:3:lowdin_charge:R:1
O 2.9383 -0.8850 -0.3840 0.023
N -0.3381 0.7508 0.1478 -0.212
C 1.9643 -0.2975 -0.8139 -0.275
C 0.8186 -0.0231 0.0833 -0.095
C -0.6398 0.0833 -1.0337 -0.054
C -1.2136 0.4002 1.2618 -0.071
H -1.3463 -0.6938 1.3298 0.094
H -2.1858 0.8473 1.0479 0.092
H 1.0352 -0.5254 1.0314 0.133
H -0.8097 0.7771 2.2005 0.088
H -1.0198 0.7405 -1.8079 0.090
H 1.7628 -0.2506 -1.8931 0.111
H -0.9659 -0.9238 -1.1698 0.078
```

Its HOMO energy (alpha / beta) is -8.566 / -8.565 eV. Its molar mass is 85.1 g mol⁻¹. The frontier orbital gap (alpha / beta) comes out at 8.3 / 8.3 eV. As for the structure (SMILES): CN1C[C@H]1C=O.

Most stable to least stable, the ends of the list are B and D.

--- A ---
C4H7NO | the ωB97M-V functional and the def2-TZVPD basis

```
13
Properties=species:S:1:pos:R:3:lowdin_charge:R:1
O -2.6347 -0.7527 1.4047 0.047
N 0.3487 0.6073 -0.2549 -0.181
C -1.8712 -0.3334 0.5654 -0.248
C 0.7203 -0.3927 -1.1957 -0.150
C -0.6263 0.4787 0.8372 -0.134
C 1.6885 0.1321 -0.1882 -0.139
H -2.0748 -0.4710 -0.5134 0.123
H 0.7440 -0.0307 -2.2211 0.103
H 1.9437 -0.5241 0.6401 0.106
H 0.3316 -1.3943 -1.0479 0.104
H -0.7925 1.5338 0.5948 0.134
H 2.4373 0.8719 -0.4631 0.102
H -0.2146 0.2750 1.8421 0.133
```

Its HOMO energy is -8.984 eV. Its molar mass is 85.1 g mol⁻¹. The frontier orbital gap comes out at 10.0 eV. As for the structure (SMILES): O=CCN1CC1.

--- B ---
C4H7NO | the ωB97M-V functional and the def2-TZVPD basis

```
13
Properties=species:S:1:pos:R:3:lowdin_charge:R:1
O -2.3500 0.0608 -0.3781 -0.058
N 1.3918 -0.5006 2.2313 0.150
C 1.6974 0.0913 -0.2778 -0.173
C -1.8338 -0.6492 0.4491 -0.178
C 0.8858 -0.4107 -1.2065 0.035
C 1.5496 -0.2478 1.1116 -0.249
H -1.1981 1.8777 0.0025 0.032
H 0.9548 -0.1039 -2.2441 0.077
H -1.8982 -1.7527 0.3782 0.090
H 0.1153 -1.1318 -0.9600 0.052
H -1.2520 -0.2511 1.3025 0.067
H -0.5437 2.2169 0.1139 0.052
H 2.4811 0.8009 -0.5226 0.104
```

Its HOMO energy is -10.404 eV. Its molar mass is 85.1 g mol⁻¹. The frontier orbital gap comes out at 10.6 eV. As for the structure (SMILES): C=CC#N.[H][H].C=O.

Most stable to least stable, the ends of the list are A and B.

--- A ---
C4H7NO | the ωB97M-V functional and the def2-TZVPD basis

```
13
Properties=species:S:1:pos:R:3:lowdin_charge:R:1
O -2.4609 0.3647 0.4476 -0.070
N -2.0573 -0.8053 -0.1762 0.010
C -0.8324 -0.8916 -0.4833 -0.164
C 0.1434 1.3790 -0.3912 0.056
C 1.4881 -0.6004 0.3741 -0.075
C 0.2381 0.0662 -0.1831 -0.368
H -0.7362 1.8544 -0.7601 0.068
H -0.5662 -1.8211 -0.9960 0.120
H -1.6942 0.8379 0.8048 0.061
H 1.7310 -1.5450 -0.2211 0.091
H 0.9991 2.0061 -0.1291 0.076
H 2.4127 0.0855 0.2735 0.101
H 1.3347 -0.9303 1.4401 0.094
```

Its HOMO energy is -9.584 eV. Its molar mass is 85.1 g mol⁻¹. The frontier orbital gap comes out at 10.3 eV. As for the structure (SMILES): C=C(C)/C=N\O.

--- B ---
C4H7NO | the ωB97M-V functional and the def2-TZVPD basis

```
13
Properties=species:S:1:pos:R:3:lowdin_charge:R:1
O 2.1728 0.4466 0.2473 -0.035
N -1.1035 0.3553 1.0878 0.054
C -1.1100 -0.4753 -0.1129 -0.269
C 0.2430 -1.1816 -0.1111 -0.077
C -0.4656 0.8646 -0.1547 -0.187
C 0.9256 0.1922 -0.3973 -0.297
H -0.8736 1.7719 -0.5989 0.131
H 1.2683 0.3283 -1.4197 0.138
H -2.0326 -0.7831 -0.6008 0.138
H -2.0208 0.8004 1.1692 0.096
H 2.1112 1.1921 0.8454 0.085
H 0.3915 -1.9747 -0.8463 0.108
H 0.4937 -1.5366 0.8919 0.115
```

Its HOMO energy is -9.296 eV. Its molar mass is 85.1 g mol⁻¹. The frontier orbital gap comes out at 10.3 eV. As for the structure (SMILES): O[C@H]1C[C@H]2N[C@@H]12.

--- C ---
C4H7NO | the ωB97M-V functional and the def2-TZVPD basis

```
13
Properties=species:S:1:pos:R:3:lowdin_charge:R:1
O 2.0045 -1.0239 0.2258 0.122
N 0.4805 2.2526 -0.4782 0.050
C 1.4486 0.0222 0.1201 -0.221
C -1.1425 -1.4597 -0.5213 -0.073
C -1.6536 -1.6776 0.7043 -0.071
C 1.3340 1.3174 0.1764 -0.178
H 1.9686 1.7929 0.8729 0.112
H 0.2963 2.0731 -1.4063 0.049
H -2.2437 -2.5205 0.8944 0.012
H -1.4273 -1.1323 1.6811 0.079
H 0.8120 3.1185 -0.2844 0.030
H -1.3118 -2.2252 -1.3313 0.076
H -0.5657 -0.5375 -0.6535 0.012
```

Its HOMO energy is -7.934 eV. Its molar mass is 85.1 g mol⁻¹. The frontier orbital gap comes out at 8.2 eV. As for the structure (SMILES): NC=C=O.C=C.

--- D ---
C4H7NO | the ωB97M-V functional and the def2-TZVPD basis

```
13
Properties=species:S:1:pos:R:3:lowdin_charge:R:1
O -1.1082 0.1103 -0.3250 -0.049
N 0.8319 0.6143 0.8030 0.131
C -0.3785 -0.1156 0.8182 -0.474
C -0.3608 0.9847 -1.1505 -0.165
C 0.8576 1.2397 -0.3066 -0.113
C -0.7671 -0.9345 1.7906 0.073
H 0.7236 -1.9721 -0.9641 0.053
H -0.1194 0.4963 -2.1042 0.120
H -0.1309 -1.0616 2.6563 0.061
H 1.6862 1.8821 -0.5953 0.119
H -0.9339 1.8974 -1.3584 0.127
H -1.7019 -1.4775 1.7204 0.064
H 1.4015 -1.6635 -0.9844 0.052
```

Its HOMO energy is -8.627 eV. Its molar mass is 85.1 g mol⁻¹. The frontier orbital gap comes out at 9.5 eV. As for the structure (SMILES): C=C1N=CCO1.[H][H].

Most stable to least stable, the ends of the list are D and C.

--- A ---
C4H7NO | the ωB97M-V functional and the def2-TZVPD basis

```
13
Properties=species:S:1:pos:R:3:lowdin_charge:R:1
O -1.5284 1.2317 -0.0648 -0.047
N -0.0510 0.2293 -1.4608 0.098
C 1.4389 -0.8358 0.2419 -0.066
C -0.9357 1.1150 -1.2767 -0.231
C 0.0152 -0.5306 -0.1986 -0.381
C -0.7807 0.3445 0.7882 -0.123
H -0.5081 -1.4799 -0.3788 0.139
H 2.0255 -1.1946 -0.6076 0.076
H -0.1163 0.9567 1.4124 0.122
H -1.4815 -0.1982 1.4244 0.124
H -1.2987 1.8139 -2.0246 0.133
H 1.4467 -1.6096 1.0168 0.078
H 1.9306 0.0566 0.6434 0.077
```

Its HOMO energy is -9.616 eV. Its molar mass is 85.1 g mol⁻¹. The frontier orbital gap comes out at 10.7 eV. As for the structure (SMILES): C[C@H]1COC=N1.

--- B ---
C4H7NO | the ωB97M-V functional and the def2-TZVPD basis

```
13
Properties=species:S:1:pos:R:3:lowdin_charge:R:1
O 1.4558 1.0565 1.3407 0.015
N -0.7676 -0.0989 -1.2894 -0.018
C 0.5760 -0.0791 -1.2754 -0.158
C -1.1669 -0.9015 -0.1604 -0.276
C -0.6742 0.1393 0.7728 -0.019
C 0.4981 0.8550 0.3711 -0.312
H -1.1221 0.3400 1.7490 0.110
H 0.4306 1.7766 -0.1970 0.136
H 1.4940 0.2677 1.8978 0.102
H 1.1374 -0.9877 -1.0078 0.104
H -2.2527 -1.0302 -0.1070 0.114
H -0.6776 -1.8922 -0.0820 0.109
H 1.0692 0.5546 -2.0125 0.095
```

Its HOMO energy is -8.500 eV. Its molar mass is 85.1 g mol⁻¹. The frontier orbital gap comes out at 8.4 eV.

--- C ---
C4H7NO | the ωB97M-V functional and the def2-TZVPD basis

```
13
Properties=species:S:1:pos:R:3:lowdin_charge:R:1
O -0.1630 -1.4772 1.8150 -0.081
N -0.0949 0.7785 1.2211 0.025
C 0.0074 -0.2652 2.0611 -0.410
C -0.5741 0.3385 0.0044 -0.418
C 0.4593 0.7497 -1.3064 0.003
C -0.2141 -0.9209 -0.5056 0.111
H 0.1420 0.5176 -2.3239 0.084
H 0.7154 -1.3848 -0.2138 0.110
H 0.2449 0.0338 3.0950 0.113
H 1.5045 0.5079 -1.1165 0.092
H 0.3369 1.8238 -1.1415 0.103
H -1.5416 0.7268 -0.3363 0.148
H -0.8226 -1.4283 -1.2527 0.119
```

Its HOMO energy is -8.585 eV. Its molar mass is 85.1 g mol⁻¹. The frontier orbital gap comes out at 8.6 eV.

--- D ---
C4H7NO | the ωB97M-V functional and the def2-TZVPD basis

```
13
Properties=species:S:1:pos:R:3:lowdin_charge:R:1
O -0.2307 -2.1894 0.0446 0.066
N 0.4085 -0.0589 0.3558 -0.113
C 0.3307 1.3146 0.6331 -0.068
C -0.2069 -1.0401 -0.3472 -0.509
C 0.7604 0.1718 1.6821 -0.048
C -0.7459 -0.5463 -1.6708 0.005
H 1.7953 0.2337 1.9815 0.090
H -0.5547 1.8573 0.9396 0.091
H -0.7551 -1.3851 -2.3670 0.083
H 0.9658 1.9035 -0.0564 0.111
H 0.1230 -0.3645 2.4153 0.124
H -0.1256 0.2679 -2.0654 0.081
H -1.7648 -0.1646 -1.5451 0.087
```

Its HOMO energy is -9.588 eV. Its molar mass is 85.1 g mol⁻¹. The frontier orbital gap comes out at 10.5 eV. As for the structure (SMILES): CC(=O)N1CC1.

Most stable to least stable, the ends of the list are A and B.